No. 1
88
Properties=species:S:1:pos:R:3:forces:R:3:lowdin_charge:R:1 method="wB97M-V/def2-TZVPD" e_homo_ev=-9.108 gap_ha=0.2901 total_energy_ha=-3278.89167 spin_multiplicity=1 smiles="C#CC[C@@]1(P(=O)(O)O)OC(=O)O[C@]1(CCC(F)(F)F)P(C)CC.O=C1c2ccccc2C(=O)c2ccccc21.O=C1c2ccccc2C(=O)c2ccccc21"
H -7.780583 1.002509 -7.679602 0.00 0.00 0.00 0.108
H 0.831920 -4.066878 -1.795457 0.10 0.00 -0.14 0.043
C 3.490438 3.022644 5.511651 -0.03 0.03 -0.04 -0.084
C -3.514803 0.798786 -4.461691 0.04 -0.02 0.04 -0.273
C -0.010377 -2.951153 2.282508 -0.25 0.18 -0.18 -0.349
C -6.913017 0.965652 -7.034284 0.01 -0.01 0.01 -0.055
C -1.526409 -5.501675 0.175864 -0.30 0.09 0.12 0.128
O -4.278490 4.196034 -6.716200 0.01 -0.01 0.00 0.110
C -2.834678 3.102044 -5.205811 -0.02 -0.04 0.01 -0.081
F 3.006125 -5.933577 -1.178207 -0.06 0.07 0.00 0.128
H -1.008502 -4.599437 3.201100 -0.01 0.03 -0.01 0.144
C -1.943322 4.167235 -5.174821 0.07 0.05 0.04 0.000
H 1.456563 -4.980624 1.787550 0.00 -0.03 -0.08 0.139
C 1.609682 -4.382646 0.884429 -0.26 -0.05 0.33 -0.131
C 3.111918 -4.354269 0.594741 0.11 -0.06 0.18 -0.057
C 3.992723 0.320383 5.928313 0.04 0.04 0.05 -0.041
O 0.471637 -0.223908 2.827748 -0.06 -0.27 0.04 -0.093
O 2.941843 -2.405337 3.889484 -0.08 -0.24 -0.02 0.182
C -0.822297 4.106428 -4.364712 -0.01 -0.02 0.00 -0.055
H -1.109202 -2.294481 -2.962534 -0.04 -0.05 -0.02 0.062
H 1.094019 -0.289262 2.083713 0.02 0.24 0.00 0.068
C -1.378442 -4.806371 1.144175 0.21 -0.08 -0.19 -0.123
C -5.542178 -0.227592 -5.459195 -0.08 -0.04 -0.03 -0.002
C -1.589174 -2.731975 -2.088908 -0.24 -0.05 0.29 -0.154
C -2.593954 1.970394 -4.424837 -0.03 0.01 -0.04 -0.081
O 2.076683 -2.220766 1.819476 0.05 -0.27 -0.18 -0.028
H -2.112752 -3.429819 2.527667 0.06 -0.05 0.03 0.120
C 2.742266 2.526865 3.160887 0.00 -0.04 0.04 -0.266
C -6.647853 -0.179189 -6.290575 0.00 0.02 0.00 -0.056
F 4.901757 -5.686208 -0.174620 0.04 0.07 0.03 0.140
H 4.165168 3.314075 7.516467 -0.02 0.04 -0.02 0.119
H -1.748904 -6.106582 -0.678816 0.15 0.10 0.21 0.049
C 2.629846 4.893388 4.005077 0.00 -0.05 -0.01 -0.080
C 3.573674 -5.664802 0.017453 0.00 -0.14 -0.10 -0.621
P 0.676482 -1.990440 -0.462577 -0.03 0.51 0.08 1.063
H -5.326586 -1.109717 -4.872558 0.04 0.02 0.03 0.119
C -0.589542 2.984929 -3.575634 -0.01 0.01 -0.01 -0.055
O 0.889695 -3.225464 3.396274 0.06 0.01 0.00 0.065
C -1.472564 1.919458 -3.605637 0.07 0.04 0.03 -0.002
C 3.985763 2.589047 6.734831 0.01 -0.07 0.05 -0.003
H -2.206544 -0.059004 2.082289 -0.12 -0.10 -0.13 0.108
H -1.683097 -2.560333 0.033991 0.02 0.01 0.08 0.043
C -6.068030 2.059297 -6.953476 -0.07 -0.04 -0.04 -0.001
C 1.296870 -3.082212 -1.798213 0.02 0.04 0.11 -0.278
O -1.268439 -1.464515 4.212059 0.19 0.14 -0.56 -0.227
H -1.301964 1.040261 -2.999493 -0.04 -0.03 -0.02 0.112
C 2.063242 -2.613943 3.117572 0.16 0.35 0.07 -0.579
C -4.952376 2.013337 -6.127172 0.05 -0.01 0.03 -0.082
C -1.156337 -2.071825 -0.778518 -0.09 -0.09 -0.25 -0.410
H -7.307009 -1.034265 -6.360222 -0.01 0.00 0.00 0.108
P -0.690486 -1.299045 2.870727 -0.10 -0.13 0.74 0.488
O 2.571142 1.730467 2.259962 -0.02 0.00 -0.05 0.091
C 1.784242 6.648147 2.600415 0.00 -0.02 -0.01 -0.058
H 2.461917 6.930714 4.621526 0.03 -0.04 0.04 0.120
C 4.233848 1.241629 6.941988 -0.01 0.00 -0.03 -0.051
H 4.613016 0.906061 7.898259 0.00 0.00 0.01 0.107
C -1.179662 -3.964337 2.329637 0.07 -0.13 -0.12 -0.109
H 3.334490 0.044313 3.906670 0.01 0.02 0.01 0.101
H 1.057463 -4.887985 0.099975 0.07 0.01 -0.07 0.087
H -6.260581 2.954561 -7.528045 0.05 0.03 0.01 0.121
H 4.174547 -0.733624 6.090055 -0.01 -0.01 -0.02 0.110
H 3.410652 -3.556775 -0.082976 -0.02 -0.06 0.00 0.123
O 3.405468 5.279704 6.198030 -0.01 0.00 -0.02 0.106
O -1.750294 -0.853710 1.764564 0.09 0.11 -0.02 -0.119
F 3.274236 -6.700624 0.825189 -0.02 0.03 0.03 0.140
H 1.054320 -2.567973 -2.729084 0.02 -0.09 0.02 0.042
H 3.684303 -4.212743 1.514404 -0.04 0.03 -0.07 0.142
C 1.591624 5.733367 1.570761 0.01 0.00 0.01 -0.061
C 3.261411 2.098562 4.489410 -0.02 0.05 -0.07 -0.076
H 1.528028 7.689191 2.454431 0.00 0.01 -0.01 0.107
H 0.284001 2.942420 -2.938504 0.01 0.00 0.00 0.107
C -4.043757 3.195291 -6.074285 -0.02 0.04 -0.02 -0.277
H -2.139221 5.035147 -5.788909 -0.05 -0.01 -0.02 0.121
H 1.765090 3.676607 0.966897 0.01 -0.05 0.03 0.117
C 2.426722 3.973185 2.975131 0.01 -0.02 0.04 -0.079
C 3.197170 4.469967 5.319743 0.03 0.01 0.06 -0.277
C -4.692284 0.868009 -5.371854 0.03 0.04 0.00 -0.082
C 1.014745 -2.976295 1.118787 0.14 -0.06 0.03 -0.449
C 1.911509 4.399602 1.757308 -0.04 0.08 -0.05 -0.005
H -1.409028 -3.806991 -2.056662 0.10 0.05 -0.15 0.048
O -3.305129 -0.179652 -3.775453 -0.01 -0.05 0.02 0.096
H -2.667191 -2.594181 -2.199039 0.08 0.05 -0.09 0.075
H 2.377855 -3.174202 -1.754823 -0.01 -0.03 -0.06 0.032
H 1.189199 6.063529 0.622087 -0.01 0.01 0.00 0.105
C 3.516895 0.751870 4.702792 -0.01 -0.14 -0.04 0.006
C 2.304160 6.230235 3.813309 -0.03 0.07 -0.06 -0.002
H -0.126695 4.934844 -4.345609 0.00 0.01 0.01 0.108
H -1.484617 -1.033783 -0.778359 -0.04 -0.01 0.05 0.053


No. 2
21
Properties=species:S:1:pos:R:3:forces:R:3:nbo_charge:R:1 method="wB97M-V/def2-TZVPD" relative_energy_kj_mol=157.1 e_homo_ev=-9.495 gap_ha=0.3790 total_energy_ha=-886.53850 spin_multiplicity=1 smiles="C=C[Si](C)(C)C.S"
Si 0.810071 -0.253119 -0.334465 -0.99 0.76 -0.06 1.533
H -5.103554 -0.415671 0.033090 -0.97 -0.83 -0.14 0.129
C -0.337942 -1.748199 0.076801 1.46 -0.31 -1.93 -1.077
C 2.056404 -0.885869 -1.580277 1.08 0.43 0.69 -1.129
H -4.304885 1.082951 -0.692174 0.18 0.17 -0.02 0.140
H 2.701882 1.010103 0.379096 -0.12 0.20 0.70 0.239
H 1.834188 -1.123773 -2.573434 -1.36 -0.86 -1.44 0.242
C -0.414638 1.139777 -1.068586 0.47 -0.79 0.33 -0.577
H -0.636829 0.870616 -2.148876 -0.12 0.89 1.23 0.207
H -0.940872 -2.181441 -0.771005 0.63 0.77 0.70 0.244
H 2.874038 -0.224999 -1.824098 0.33 1.02 0.55 0.239
S -4.102954 0.328981 0.392105 0.78 0.62 0.16 -0.270
C 1.922457 0.577804 1.024655 0.14 -2.44 -0.56 -1.074
H -1.868915 2.686342 -0.837840 0.53 -0.04 0.27 0.189
H 2.613766 -1.724091 -1.170659 -0.25 -0.45 0.26 0.239
H -0.940868 -1.611163 0.898611 -1.86 0.86 1.70 0.231
H 1.363007 1.257902 1.588665 -0.75 1.61 0.47 0.229
H 2.348515 -0.076178 1.835829 -0.08 0.23 -1.19 0.239
C -1.050246 2.118369 -0.368436 -0.20 -1.80 -3.61 -0.387
H 0.280113 -2.553545 0.445802 0.63 -0.49 -0.21 0.227
H -0.887167 2.246907 0.640269 0.48 0.45 2.09 0.186